Computed, not measured: an isolated molecule of C5H8S3, with wB97M-V/def2-TZVPD.

Output
Relative energy (zero: lowest compared OMol25 entry of this formula, charge and spin): 100.6 kJ/mol

XYZ file:
```
16
C5H8S3 (wB97M-V/def2-TZVPD)
C -3.02554 -0.71155 -0.03475
S -1.67206 0.53812 -0.20618
C -0.19584 -0.36308 -0.00339
S -0.23058 -1.93347 0.33143
C 1.02591 0.42194 -0.35394
C 1.38140 1.40416 0.71865
C 2.11483 -0.56361 -0.62100
S 3.61910 -0.65761 -0.02563
H -2.93204 -1.47979 -0.81638
H -3.93901 -0.06720 -0.19760
H -3.14709 -1.16869 0.95229
H 0.88596 0.99090 -1.25446
H 2.25521 1.86579 0.39869
H 0.64576 2.16992 0.69210
H 1.46220 0.92609 1.65434
H 1.75176 -1.37194 -1.23415
```